The molecule C8H8O4 at a distorted geometry. Source: the Open Molecules 2025 dataset; level of theory: wB97M-V/def2-TZVPD.

The structure (SMILES) is COc1cccc(O)c1C(=O)O. Its energy above the lowest of the compared OMol25 structures with the same formula, charge and spin is 1.4960 eV. For the molar mass, the calculation gives 168.148 g/mol. Its HOMO energy is -8.71 eV. As for the LUMO energy: 0.53 eV.

Geometry as ORCA input:
```
! RIJCOSX wB97M-V def2-TZVPD def2/J DEFGRID3
* xyz 0 1
C 2.6239 0.7876 -0.4817
O 1.6056 -0.0881 -1.1079
C 0.6247 -0.3288 -0.1402
C 0.9778 -1.1475 0.9532
C 0.0344 -1.4624 1.9140
C -1.3325 -1.1528 1.6443
C -1.6194 -0.3470 0.5949
O -2.9447 -0.0796 0.3510
C -0.6589 0.0687 -0.2935
C -0.8868 0.9869 -1.4460
O 0.0139 1.6528 -1.9696
O -2.0867 0.9433 -1.9210
H 3.4691 0.7679 -1.1821
H 2.8194 0.4711 0.5958
H 2.1679 1.8293 -0.5557
H 2.0107 -1.5966 1.0619
H 0.2942 -1.9539 2.7677
H -2.1830 -1.5943 2.2454
H -2.8722 0.6421 -0.4282
H -2.0576 1.6012 -2.6022
*
```

In elementary charge units, the natural (NBO) charges are: -0.272 -0.511 0.375 -0.302 -0.139 -0.289 0.341 -0.670 -0.328 0.778 -0.587 -0.666 0.202 0.191 0.199 0.229 0.210 0.235 0.492 0.513

The molecule C8H8O5 at a distorted geometry. Source: the Open Molecules 2025 dataset; level of theory: wB97M-V/def2-TZVPD.

The structure (SMILES) is O=C(O)/C=C\C=C1/C=C(O)[C@@H](O)O1. Its energy above the lowest of the compared OMol25 structures with the same formula, charge and spin is 2.7180 eV. For the molar mass, the calculation gives 184.147 g/mol. Its HOMO energy is -8.10 eV. As for the LUMO energy: 0.10 eV.

Geometry as ORCA input:
```
! RIJCOSX wB97M-V def2-TZVPD def2/J DEFGRID3
* xyz 0 1
O -1.8395 -0.3234 1.2127
C -1.3250 -0.9058 2.1432
O -1.9274 -1.4756 3.2258
C 0.1166 -0.9445 2.4578
C 1.0863 -0.1794 1.9561
C 1.0923 0.6775 0.8737
C 0.6616 0.6536 -0.4009
C 0.3836 -0.3933 -1.3712
C 0.1287 0.2110 -2.5361
O -0.3097 -0.3107 -3.6815
C 0.1321 1.7254 -2.3673
O -1.0666 2.3360 -2.7416
O 0.6290 1.9131 -1.0201
H -2.7817 -1.0881 3.3885
H 0.3979 -1.4242 3.4883
H 1.9593 -0.1026 2.5169
H 1.4988 1.6804 1.2880
H 0.3894 -1.5123 -1.0708
H 0.2553 -1.0101 -3.9933
H 0.8249 2.0939 -3.1854
H -1.6619 1.9382 -2.1024
*
```

In elementary charge units, the natural (NBO) charges are: -0.587 0.750 -0.693 -0.354 -0.122 -0.329 0.351 -0.345 0.299 -0.662 0.311 -0.666 -0.487 0.493 0.221 0.203 0.232 0.250 0.495 0.168 0.471

The molecule C8H8O5 at a distorted geometry. Source: the Open Molecules 2025 dataset; level of theory: wB97M-V/def2-TZVPD.

The structure (SMILES) is CC(C)=C(OC(=O)C=O)[C@@H]1OC1=O. Its energy above the lowest of the compared OMol25 structures with the same formula, charge and spin is 4.0144 eV. For the molar mass, the calculation gives 184.147 g/mol. Its HOMO energy is -9.93 eV. As for the LUMO energy: 0.07 eV.

Geometry as ORCA input:
```
! RIJCOSX wB97M-V def2-TZVPD def2/J DEFGRID3
* xyz 0 1
C 2.4545 -0.5156 0.1237
C 1.0611 0.1359 -0.2832
C 1.2050 1.4911 -0.8974
C -0.0420 -0.5135 0.1567
O -1.3084 0.0814 -0.1214
C -1.6629 1.1964 0.5199
O -1.0914 1.6960 1.4434
C -2.8955 1.8344 -0.0423
O -2.9278 2.6249 -1.0049
C -0.1632 -1.9101 0.6633
O 0.1315 -3.0853 -0.3029
C -1.0763 -2.9192 -0.0172
O -2.1221 -3.4481 -0.1020
H 2.4425 -0.3975 1.1587
H 3.2217 0.1630 -0.2478
H 2.4145 -1.5155 -0.3399
H 0.8076 2.2876 -0.2248
H 0.5358 1.6821 -1.7528
H 2.3158 1.4698 -1.0577
H -3.6325 1.6801 0.6820
H 0.3322 -2.0379 1.6468
*
```

In elementary charge units, the natural (NBO) charges are: -0.644 0.096 -0.685 0.162 -0.491 0.701 -0.548 0.345 -0.461 -0.108 -0.430 0.810 -0.524 0.228 0.212 0.240 0.256 0.250 0.227 0.136 0.229

C8H9BO as an isolated structure at a distorted geometry. Source: the Open Molecules 2025 dataset; level of theory: wB97M-V/def2-TZVPD.

Its energy above the lowest of the compared OMol25 structures with the same formula, charge and spin is 3.3274 eV. For the molar mass, the calculation gives 131.971 g/mol. Its HOMO energy is -8.31 eV. As for the LUMO energy: -0.09 eV.

Geometry as ORCA input:
```
! RIJCOSX wB97M-V def2-TZVPD def2/J DEFGRID3
* xyz 0 1
B 1.4627 -0.1999 -0.1991
C -2.8861 0.3663 0.1620
C -2.2049 1.0058 -0.8170
C -2.1416 -0.1834 1.2119
C -0.8563 0.6863 -0.9736
C -0.7420 -0.2590 1.1969
C -0.0824 0.0737 0.0374
C 2.3852 -0.9156 1.4701
C 2.2518 -0.0591 -1.4878
O 3.2346 -0.4613 2.1672
H -3.9061 0.4865 0.1382
H -2.8916 1.5356 -1.4612
H -2.5502 -0.5941 2.0434
H -0.2674 0.9967 -1.7714
H -0.2423 -0.6036 2.0107
H 2.1730 -1.9851 1.6696
H 2.8959 0.8624 -1.2478
H 1.6250 0.2739 -2.3656
H 2.7424 -1.0263 -1.7838
*
```

In elementary charge units, the natural (NBO) charges are: 0.799 -0.174 -0.218 -0.211 -0.145 -0.131 -0.444 0.244 -1.081 -0.534 0.209 0.218 0.204 0.200 0.204 0.083 0.276 0.231 0.269

The molecule C8H9BO2S2 at a distorted geometry. Source: the Open Molecules 2025 dataset; level of theory: wB97M-V/def2-TZVPD.

The structure (SMILES) is OB(O)[C@]1(c2cccs2)CC=CS1. Its energy above the lowest of the compared OMol25 structures with the same formula, charge and spin is 0.2745 eV. For the molar mass, the calculation gives 212.104 g/mol. Its HOMO energy is -7.81 eV. As for the LUMO energy: 0.24 eV.

Geometry as ORCA input:
```
! RIJCOSX wB97M-V def2-TZVPD def2/J DEFGRID3
* xyz 0 1
O 1.4285 -2.5387 0.8522
B 0.9502 -1.7925 -0.2359
O 0.7211 -2.2976 -1.4579
C 0.9564 -0.2039 -0.0615
C -0.7876 -0.0888 0.1689
C -1.4788 0.4814 1.1692
C -2.8721 0.4424 1.0069
C -3.2296 -0.2483 -0.1263
S -1.8527 -0.6751 -1.0206
C 1.2884 0.6924 -1.2418
C 1.6168 2.0278 -0.5876
C 1.7566 2.0895 0.7688
S 1.6564 0.5859 1.5489
H 1.1497 -3.4980 0.8059
H 1.1493 -3.0787 -1.6890
H -0.9346 0.7774 2.0511
H -3.5528 0.6994 1.8712
H -4.2201 -0.3921 -0.3717
H 0.5193 0.8744 -1.9186
H 2.1572 0.2087 -1.7011
H 1.7595 3.0118 -1.2633
H 1.8187 2.9225 1.4323
*
```

In elementary charge units, the natural (NBO) charges are: -0.888 1.128 -0.895 -0.404 -0.229 -0.303 -0.243 -0.442 0.465 -0.470 -0.198 -0.408 0.294 0.488 0.499 0.237 0.225 0.232 0.237 0.220 0.216 0.239

The molecule C8H9BrN2O3 at a distorted geometry. Source: the Open Molecules 2025 dataset; level of theory: wB97M-V/def2-TZVPD.

The structure (SMILES) is CC(=O)/C(=C/C=C=N)C/C(Br)=[N+](\[O-])O. Its energy above the lowest of the compared OMol25 structures with the same formula, charge and spin is 2.7108 eV. For the molar mass, the calculation gives 261.075 g/mol. Its HOMO energy is -8.37 eV. As for the LUMO energy: -0.02 eV.

Geometry as ORCA input:
```
! RIJCOSX wB97M-V def2-TZVPD def2/J DEFGRID3
* xyz 0 1
C 2.9858 -1.2716 -0.2859
C 1.6393 -1.1023 -0.9340
O 1.5982 -1.4724 -2.0812
C 0.6279 -0.3419 -0.3144
C 0.4800 0.0761 0.9336
C -0.4318 1.0742 1.4359
C -1.3604 1.6994 0.7656
N -1.9507 2.6112 0.3648
C -0.6490 -0.0890 -1.2476
C -1.9838 -0.4213 -0.6449
Br -2.2242 -1.7491 0.7233
N -3.0316 0.1965 -1.0235
O -3.1064 1.2350 -1.6599
O -4.2427 -0.1056 -0.4076
H 3.5992 -0.4409 -0.5287
H 3.2876 -2.2697 -0.6032
H 2.7704 -1.3790 0.7813
H 1.1922 -0.1181 1.7925
H -0.4575 1.2947 2.5286
H -2.9949 2.8255 0.1951
H -0.6553 0.9284 -1.6993
H -0.3717 -0.6997 -2.1141
H -4.7910 0.6725 -0.7435
*
```

In elementary charge units, the natural (NBO) charges are: -0.691 0.538 -0.565 -0.179 -0.064 -0.521 0.485 -0.572 -0.541 0.117 0.114 0.304 -0.528 -0.539 0.238 0.238 0.201 0.219 0.258 0.432 0.269 0.292 0.495

C8H9Cl as an isolated structure at a distorted geometry. Source: the Open Molecules 2025 dataset; level of theory: wB97M-V/def2-TZVPD.

Its energy above the lowest of the compared OMol25 structures with the same formula, charge and spin is 3.0691 eV. For the molar mass, the calculation gives 140.613 g/mol. Its HOMO energy is -8.67 eV. As for the LUMO energy: 0.53 eV.

Geometry as ORCA input:
```
! RIJCOSX wB97M-V def2-TZVPD def2/J DEFGRID3
* xyz 0 1
C 0.3965 1.9464 0.7421
C 1.1616 1.8224 -0.4768
C -0.1443 0.8484 1.2532
C 1.5285 0.6773 -1.0712
C -2.1688 -1.8138 -0.0253
C -1.5385 -0.6335 -0.1878
C -0.2772 -0.4319 0.5917
C 1.2062 -0.7031 -0.6631
Cl 2.5079 -1.4449 0.2550
H 0.3789 2.8265 1.3359
H 1.5957 2.5852 -1.0738
H -0.7147 1.0293 2.2863
H 2.1116 0.6657 -1.8675
H -3.1557 -2.2198 -0.4289
H -1.7591 -2.6981 0.4578
H -1.8209 0.2346 -0.8675
H -0.0684 -1.3828 1.0979
H 0.7607 -1.3080 -1.3579
*
```

In elementary charge units, the natural (NBO) charges are: -0.246 -0.206 -0.152 -0.200 -0.397 -0.203 -0.273 -0.198 -0.036 0.223 0.220 0.213 0.187 0.206 0.194 0.223 0.235 0.209

An isolated ion of composition C8H9ClF4N and charge +1 at a distorted geometry. Source: the Open Molecules 2025 dataset; level of theory: wB97M-V/def2-TZVPD.

Its energy above the lowest of the compared OMol25 structures with the same formula, charge and spin is 0.0000 eV. For the molar mass, the calculation gives 230.612 g/mol. Its HOMO energy (spin up / spin down) is -13.35 / -13.09 eV. As for the LUMO energy (spin up / spin down): -4.62 / -4.73 eV.

Geometry as ORCA input:
```
! RIJCOSX wB97M-V def2-TZVPD def2/J DEFGRID3
* xyz 1 1
C -1.0633 0.5511 0.8595
C -2.3597 0.7263 1.1314
C -0.1860 -0.4840 1.4858
C -0.1501 -1.4678 0.2857
C -0.5528 -0.6588 -0.8904
C -3.3881 0.9105 0.0266
C -3.3533 -0.4190 -0.7654
C 0.7662 1.3972 -0.5800
N -0.5660 0.7391 -0.5109
F -2.8478 0.4479 2.3281
F -4.6049 1.2064 0.4866
F -3.0315 1.9250 -0.8180
F -3.8442 -0.3394 -2.0025
Cl -3.7712 -1.8274 0.0908
H 0.8028 -0.1281 1.7668
H -0.6541 -0.9136 2.3684
H 0.8275 -1.9400 0.1455
H -0.8655 -2.2836 0.4423
H -0.4266 -0.9399 -1.9179
H 0.7088 2.3898 -0.1368
H 1.5099 0.8068 -0.0528
H 1.0665 1.4840 -1.6238
H -1.1980 1.3049 -1.0874
*
```

In elementary charge units, the natural (NBO) charges are: 0.091 0.377 -0.446 -0.505 0.067 0.545 0.274 -0.421 -0.427 -0.260 -0.273 -0.320 -0.285 0.103 0.241 0.271 0.261 0.268 0.236 0.249 0.234 0.245 0.473